(1)
{"formula": "C4H7NO", "method": "ωB97M-V/def2-TZVPD", "orbital_gap_ev": [7.8, 9.9], "e_tot_ev": -7792.7506, "e_lumo_ha": [-0.0061, 0.0165], "species": ["C", "C", "C", "C", "N", "O", "H", "H", "H", "H", "H", "H", "H"], "xyz": [[2.42573, -0.44690, -0.33325], [0.43642, -0.04391, 0.22236], [-0.46233, 1.03126, 0.76507], [-0.50057, -1.17268, -0.34500], [1.32590, -0.51900, 1.25223], [1.43321, 0.21995, -0.95343], [3.44785, -0.43630, -0.52698], [-1.07952, 1.42586, -0.09097], [-0.02382, 1.88070, 1.39583], [-1.16877, 0.40098, 1.34054], [-1.07357, -1.70298, 0.39147], [0.07578, -1.89738, -0.77386], [-1.05541, -0.69355, -1.11408]], "mulliken_charge": [-0.25, 1.33, -1.12, -1.52, -0.58, -0.37, 0.37, 0.32, 0.32, 0.32, 0.39, 0.44, 0.36]}

(2)
{"formula": "C4H7NO", "method": "ωB97M-V/def2-TZVPD", "orbital_gap_ev": 11.5, "e_tot_ev": -7796.0793, "e_lumo_ha": 0.0239, "species": ["C", "C", "C", "O", "C", "N", "H", "H", "H", "H", "H", "H", "H"], "xyz": [[1.42052, -0.16297, -0.34158], [-0.06880, -0.40176, -0.41943], [-0.88854, 0.37644, 0.60649], [-0.57734, -0.22977, 1.84643], [-0.51719, -0.44252, -2.13675], [-0.75977, 0.68217, -1.83878], [1.95765, -0.77927, -1.06616], [1.65142, 0.88805, -0.53787], [1.75673, -0.41745, 0.66896], [-0.31881, -1.45417, -0.27390], [-1.95510, 0.28699, 0.36476], [-0.61698, 1.43983, 0.59108], [-1.08379, 0.21444, 2.53672]], "mulliken_charge": [-1.27, 0.51, -0.59, -0.52, -0.25, -0.29, 0.38, 0.35, 0.34, 0.35, 0.35, 0.33, 0.32]}

(3)
{"formula": "C4H7NO", "method": "ωB97M-V/def2-TZVPD", "orbital_gap_ev": 9.3, "smiles": "CC/N=C\\C=O", "e_tot_ev": -7797.7523, "e_lumo_ha": -0.0086, "species": ["C", "N", "C", "C", "C", "O", "H", "H", "H", "H", "H", "H", "H"], "xyz": [[0.00564, -1.84231, -0.85053], [-0.92219, 0.20624, -0.06454], [0.21903, -0.33163, -0.79133], [-0.81926, 1.07032, 0.85501], [0.38859, 1.85551, 1.27444], [0.37191, 2.53147, 2.27668], [0.65599, -2.32546, -1.58462], [-1.03796, -2.03055, -1.11739], [0.18562, -2.29190, 0.13122], [1.19680, -0.09481, -0.34747], [0.20708, 0.08658, -1.80571], [-1.72060, 1.32391, 1.41969], [1.26935, 1.84263, 0.60455]], "mulliken_charge": [-1.19, -0.38, -0.23, -0.01, 0.01, -0.44, 0.34, 0.31, 0.31, 0.29, 0.26, 0.39, 0.34]}

(4)
{"formula": "C4H7NO", "method": "ωB97M-V/def2-TZVPD", "orbital_gap_ev": 9.4, "smiles": "N[C@@H]1C=C(O)C1", "e_tot_ev": -7797.0248, "e_lumo_ha": 0.0334, "species": ["C", "N", "C", "C", "C", "O", "H", "H", "H", "H", "H", "H", "H"], "xyz": [[-0.89374, -0.19477, 0.84398], [1.16474, 1.05754, -1.37870], [-0.96951, 0.64942, -0.20441], [0.19540, 0.14080, -0.95069], [0.36376, -0.89401, 0.56891], [-1.83128, -0.49177, 1.78173], [-1.44941, -1.09882, 2.42580], [1.97302, 0.65685, -1.83254], [1.41325, 1.75574, -0.69205], [-1.58765, 1.50713, -0.41084], [0.00840, -0.61448, -1.70974], [1.26106, -0.48930, 1.02762], [0.35195, -1.98433, 0.53093]], "mulliken_charge": [0.74, -0.54, -0.98, 0.07, -0.92, -0.51, 0.32, 0.23, 0.24, 0.42, 0.34, 0.27, 0.33]}

(5)
{"formula": "C4H7NO", "method": "ωB97M-V/def2-TZVPD", "orbital_gap_ev": 9.8, "smiles": "C1=C[C@H]2N[C@@H]12.O", "e_tot_ev": -7795.3601, "e_lumo_ha": 0.0362, "species": ["O", "C", "C", "C", "N", "C", "H", "H", "H", "H", "H", "H", "H"], "xyz": [[-0.74882, -2.16678, 0.20276], [-1.00445, 0.23475, -0.55017], [-0.84602, 0.78994, 0.65882], [0.64156, 1.01978, 0.42677], [1.33313, -0.26080, 0.09713], [0.46437, 0.41686, -0.90391], [0.18158, -1.90020, 0.09118], [-1.82291, -0.22114, -1.09541], [-1.00024, -1.54591, 0.90160], [-1.51939, 0.99885, 1.48576], [1.18308, 1.91272, 0.70167], [2.30191, -0.01143, -0.14889], [0.83619, 0.73333, -1.86731]], "mulliken_charge": [-0.72, -0.46, -0.64, 0.03, -0.65, -0.08, 0.39, 0.27, 0.36, 0.39, 0.41, 0.26, 0.43]}

(6)
{"formula": "C4H7NO", "method": "ωB97M-V/def2-TZVPD", "orbital_gap_ev": [8.2, 8.2], "e_tot_ev": -7792.9860, "e_lumo_ha": [0.0114, 0.0114], "species": ["C", "C", "O", "C", "C", "N", "H", "H", "H", "H", "H", "H", "H"], "xyz": [[-1.86472, -0.47405, 0.21135], [-0.22478, -0.52701, -0.67420], [-0.22227, 0.15556, 0.48433], [1.80245, 1.07001, 0.78098], [1.97372, 0.44309, -0.41119], [1.75641, -0.20021, -1.38595], [-2.37645, 0.42533, -0.12005], [-2.19436, -1.35708, -0.34419], [-1.98574, -0.65295, 1.27814], [-0.51890, -0.04545, -1.60646], [0.05652, -1.57863, -0.69505], [2.17957, 0.60152, 1.68488], [1.61855, 2.13988, 0.79741]], "mulliken_charge": [-0.80, -0.29, -0.30, -0.63, 0.55, -0.66, 0.30, 0.34, 0.29, 0.37, 0.38, 0.23, 0.24]}

(7)
{"formula": "C4H7NO", "method": "ωB97M-V/def2-TZVPD", "orbital_gap_ev": 11.7, "smiles": "C[C@H](O)CC#N", "e_tot_ev": -7798.7470, "e_lumo_ha": 0.0295, "species": ["C", "C", "C", "C", "N", "O", "H", "H", "H", "H", "H", "H", "H"], "xyz": [[1.36587, -0.42647, -0.28145], [0.33403, 0.24893, 0.61436], [-0.78355, 0.94262, -0.20314], [-1.65183, -0.10429, -0.74822], [-2.26945, -1.02159, -1.09049], [-0.23335, -0.65325, 1.53738], [2.10084, -0.94418, 0.34129], [1.88985, 0.29993, -0.91350], [0.88787, -1.16658, -0.93545], [0.82137, 1.01768, 1.22167], [-1.38015, 1.59195, 0.44655], [-0.37542, 1.54868, -1.01962], [-0.70609, -1.33342, 1.03061]], "mulliken_charge": [-1.19, 0.01, -0.34, 0.21, -0.43, -0.54, 0.32, 0.36, 0.31, 0.33, 0.26, 0.32, 0.38]}

(8)
{"formula": "C4H7NO", "method": "ωB97M-V/def2-TZVPD", "orbital_gap_ev": 11.2, "e_tot_ev": -7796.7081, "e_lumo_ha": 0.0207, "species": ["O", "C", "C", "C", "C", "N", "H", "H", "H", "H", "H", "H", "H"], "xyz": [[1.59775, 0.11867, 1.07110], [1.24990, 0.28235, -0.28958], [0.05237, -0.58670, -0.69672], [-1.19432, -0.47516, 0.17566], [-1.30678, 1.55725, 0.82629], [-1.91071, 0.88304, 0.05237], [1.09884, 0.76745, 1.58018], [2.12875, -0.00554, -0.88021], [1.04125, 1.33506, -0.51582], [0.36530, -1.63706, -0.64822], [-0.21697, -0.36749, -1.73415], [-0.93977, -0.72455, 1.21666], [-1.98267, -1.13531, -0.14616]], "mulliken_charge": [-0.54, -0.66, -0.28, -0.52, -0.11, -0.23, 0.34, 0.36, 0.35, 0.28, 0.30, 0.35, 0.35]}

Q: Which ΔE to the lowest compared entry with this formula, charge and spin values were calculated for the entries above? A: 665.1; 344.0; 182.6; 252.7; 413.4; 642.4; 86.6; 283.3, in kJ/mol.